Record 1
Below is a molecular structure, C30H28AuIN2O4SSe at a distorted geometry, with properties calculated with wB97M-V/def2-TZVPD.

The orbital gap (alpha / beta) comes out at 4.103 / 4.105 eV. For the total energy, the calculation gives -4803.41318 Ha. The net charge is 0. The value obtained for the LUMO energy (alpha / beta) is -0.102 / -0.102 Ha. The calculation puts the energy relative to the best compared isomer or geometry (same formula, charge and spin) at 42.9 kcal/mol.

Geometry as XYZ:
```
68
Properties=species:S:1:pos:R:3:lowdin_charge:R:1
C -0.705 6.893 -1.066 -0.007
C 3.577 -2.057 1.472 -0.261
C 4.831 3.304 2.313 -0.126
H 3.373 -1.029 3.311 0.088
H -3.434 4.405 1.925 0.092
H -4.208 -0.510 -2.629 0.083
C 1.379 5.637 -0.506 -0.086
N 4.348 -3.054 1.149 0.110
H 3.139 -5.814 -1.245 0.116
H 4.411 2.997 -1.041 0.109
C 2.249 -1.882 0.909 -0.314
H 4.042 -0.053 2.016 0.055
H -2.791 3.061 0.986 0.024
C 3.915 -3.999 0.291 -0.116
H 1.785 5.514 0.500 0.077
H 1.445 -5.688 -0.732 0.124
I -1.598 0.840 -2.120 0.982
S 1.754 2.118 -0.758 0.651
C -0.108 5.800 -0.460 -0.287
C -3.674 -1.320 -2.153 -0.175
O 1.925 -4.651 -2.466 -0.061
C 4.057 -1.047 2.461 -0.022
C 2.286 -5.132 -1.174 -0.217
H -2.001 8.809 -2.321 0.077
C -0.927 4.851 0.187 -0.510
H -5.270 -2.724 -2.359 0.104
H 4.459 3.862 4.642 0.088
H 1.882 1.637 2.125 0.074
O 5.357 4.181 4.510 0.122
C 2.670 -3.992 -0.271 -0.164
H 0.265 -3.736 -1.213 0.117
O 6.851 4.398 2.899 0.123
C -4.266 -2.559 -1.995 -0.092
C -2.327 5.013 0.204 -0.296
H -3.036 8.987 -0.900 0.088
C -2.384 -1.097 -1.699 -0.574
H -3.946 6.263 -0.385 0.124
H -3.585 8.013 -2.261 0.083
C -2.277 -3.337 -0.903 -0.025
C 5.777 3.990 3.242 -0.480
C -3.556 -3.571 -1.365 -0.079
C 1.793 -2.906 0.018 -0.083
H 5.062 -1.296 2.791 0.080
C 0.515 -2.869 -0.603 -0.065
H 1.851 6.494 -0.982 0.082
H 6.047 3.837 0.648 0.125
H -0.075 7.628 -1.552 0.118
C 5.119 3.373 0.951 0.001
H -1.739 -4.116 -0.381 0.113
H -4.188 3.968 0.385 0.082
C 4.216 2.907 0.019 -0.088
C -1.634 -2.098 -1.072 -0.324
H 1.858 -5.401 -3.064 0.089
C 3.006 2.355 0.443 -0.650
C -2.871 6.128 -0.413 -0.013
H 3.452 2.500 3.779 0.120
H 4.623 -4.793 0.084 0.105
H 1.638 4.738 -1.065 0.026
Se -0.135 3.383 1.070 0.934
Au 0.448 0.156 -0.359 0.408
H -3.998 -4.549 -1.235 0.106
O 1.565 -0.862 1.262 -0.173
N -0.357 -1.902 -0.560 -0.036
C 2.774 2.155 1.801 -0.178
C 3.674 2.646 2.728 -0.020
C -3.238 4.050 0.911 -0.081
C -2.709 8.292 -1.675 -0.043
C -2.082 7.080 -1.049 -0.251
```

***

Record 2
Below is a molecular structure, C30H28BClN6O4Re at a distorted geometry, with properties calculated with wB97M-V/def2-TZVPD.

The orbital gap (alpha / beta) comes out at 4.740 / 5.293 eV. For the total energy, the calculation gives -2352.05828 Ha. Its spin multiplicity is 2. The net charge is +2. The value obtained for the LUMO energy (alpha / beta) is -0.344 / -0.324 Ha.

Geometry as XYZ:
```
71
Properties=species:S:1:pos:R:3:lowdin_charge:R:1
H 1.422 4.922 2.654 0.100
C 4.749 1.291 1.258 0.019
C -2.246 1.185 -3.386 -0.066
H 4.655 -0.766 -0.778 0.125
H -4.417 -3.193 3.774 0.124
H 1.288 -4.483 -4.367 0.120
H -2.874 4.446 -1.407 0.126
C 2.827 -3.427 -3.307 -0.039
H -0.407 1.043 -2.290 0.099
C -2.668 -1.988 3.570 0.009
C -2.202 -3.412 1.219 -0.067
H -0.388 -2.278 1.056 0.098
C -0.208 -0.143 4.353 0.096
C 1.563 5.029 1.581 0.019
C 0.760 -2.088 -2.042 -0.050
C -0.228 4.340 -0.149 0.095
C 2.080 -1.763 -1.707 -0.155
H 1.309 6.046 1.299 0.101
H 4.706 2.364 1.082 0.101
O -4.024 0.182 -1.392 -0.186
H 1.438 2.658 4.927 0.100
H 4.718 1.116 2.332 0.102
H 2.618 4.865 1.372 0.100
C 1.511 -3.731 -3.627 -0.032
N 2.325 0.821 0.816 0.049
C 0.478 -3.056 -2.982 -0.047
C -1.355 1.574 -2.404 -0.088
N -0.062 0.156 2.155 -0.069
O -3.983 -1.473 0.247 -0.189
H -0.498 -0.504 5.319 0.136
H -0.548 -3.288 -3.221 0.116
H -0.520 5.306 -0.510 0.136
C 0.743 0.837 4.082 -0.201
H -2.849 -1.426 4.473 0.126
C 3.110 -2.464 -2.363 -0.001
N -0.070 2.142 0.154 -0.068
B 1.709 1.826 1.821 -0.463
H -4.475 3.723 -3.132 0.124
H -2.064 0.293 -3.962 0.125
C -3.595 3.132 -2.934 -0.026
C 3.737 -0.381 -0.384 0.074
Cl -3.274 -0.509 -0.454 0.696
C -3.378 1.954 -3.637 -0.041
H -4.001 -4.467 1.697 0.125
H 5.689 0.910 0.868 0.102
H 4.137 -2.250 -2.124 0.109
H 1.340 1.298 6.048 0.101
C -1.596 2.739 -1.654 -0.176
C 1.587 1.586 5.031 0.019
C 3.632 0.601 0.585 -0.214
C -1.575 -1.661 2.762 -0.176
Re -0.533 0.172 0.188 1.745
O -2.654 0.436 0.480 -0.386
H 2.642 1.383 4.861 0.101
C -0.692 3.099 -0.582 -0.176
C -1.329 -2.409 1.596 -0.089
C -3.314 -3.694 2.005 -0.040
C 0.724 4.075 0.832 -0.201
H -2.018 -3.985 0.324 0.125
N 0.802 0.993 2.743 0.056
O -2.092 -1.100 -1.073 -0.417
C -2.701 3.539 -1.964 0.008
C -3.542 -2.983 3.177 -0.026
H -0.065 -1.572 -1.560 0.031
C -0.680 -0.578 3.115 -0.176
C 2.432 -0.750 -0.728 -0.159
N 0.791 2.737 0.990 0.055
H 2.520 2.426 2.413 0.126
H -4.086 1.631 -4.382 0.124
H 3.633 -3.946 -3.799 0.121
N 1.570 0.005 0.019 -0.044
```

***

Record 3
Below is a molecular structure, C30H28BF4I2N8O3Sn at a distorted geometry, with properties calculated with wB97M-V/def2-TZVPD.

The orbital gap comes out at 7.073 eV. For the total energy, the calculation gives -3058.19441 Ha. The net charge is -1. The value obtained for the LUMO energy is 0.074 Ha. The calculation puts the energy relative to the best compared isomer or geometry (same formula, charge and spin) at 26.2 kcal/mol.

Geometry as XYZ:
```
77
Properties=species:S:1:pos:R:3:lowdin_charge:R:1
C -4.364 -2.446 -4.094 -0.018
H -0.247 3.825 -0.906 0.100
N -1.821 -1.720 1.213 -0.042
I 1.983 4.081 2.766 0.886
H -2.010 4.674 0.721 0.109
C 2.378 1.506 -2.056 -0.156
H -3.542 1.238 -1.722 0.111
C -3.466 0.163 -1.731 -0.158
O -2.541 2.846 -2.915 -0.008
H -3.905 0.132 -3.714 0.164
C -2.104 3.728 0.160 -0.253
Sn -0.227 0.434 -0.003 1.520
N -3.791 -0.436 -2.887 0.152
H 4.104 -3.109 -0.595 0.111
H -4.893 -4.317 -4.961 0.098
H 1.431 1.950 -2.379 0.118
H 1.527 -1.102 2.995 0.083
H -0.722 2.841 1.342 0.010
H -1.047 -2.752 4.919 0.106
N -0.834 0.015 3.028 0.081
C -3.569 -3.943 -1.879 -0.005
B 0.045 -2.474 -2.524 -1.369
F -0.144 -3.832 -2.529 0.146
C -1.660 2.685 -2.072 -0.701
O 1.232 2.272 0.507 -0.341
C 3.553 -2.691 0.235 -0.012
C -4.088 -4.568 -2.993 -0.082
H 3.902 -4.351 1.552 0.102
F -0.999 -1.825 -3.141 0.159
C 2.712 -2.805 2.459 -0.062
C 2.365 2.732 0.146 -0.479
F 1.237 -2.151 -3.153 0.124
I 6.660 4.877 -1.033 0.753
C 4.222 4.266 0.695 -0.246
H -4.201 -5.642 -3.008 0.097
C -1.131 -1.236 3.397 -0.295
H 4.719 2.820 -2.319 0.095
C 3.032 2.437 -1.074 -0.158
C -0.129 -0.914 5.549 -0.077
C 3.032 3.649 0.987 -0.598
H -4.673 -1.860 -4.948 0.110
H 3.586 -1.171 -1.910 0.129
H 3.998 0.145 -0.774 0.135
H -2.454 -2.879 2.830 0.118
N -2.437 -2.435 0.300 0.071
H 0.154 -1.272 6.530 0.103
H -1.563 4.791 -1.643 0.113
C -1.309 3.858 -1.139 -0.103
C 0.164 0.386 5.160 -0.064
H 0.667 1.069 5.825 0.099
N -3.105 -0.447 -0.662 0.124
C 2.954 -1.437 0.114 -0.261
H 2.621 -3.291 3.419 0.096
H -3.162 3.579 -0.079 0.117
C 3.208 -0.558 -1.080 -0.135
C -0.799 -1.733 4.663 -0.035
H -3.242 -4.506 -1.020 0.113
C -2.949 -1.815 -0.713 -0.304
H 1.516 -0.314 -2.147 0.084
C -4.479 -3.820 -4.098 -0.084
H -0.020 1.807 3.555 0.049
O -1.033 1.599 -1.888 -0.210
C -1.859 -2.043 2.447 -0.100
F 0.134 -2.023 -1.183 0.019
N -1.625 2.598 0.946 -0.034
C 4.238 3.041 -1.375 -0.131
C 2.108 -1.581 2.224 -0.129
N 2.041 0.220 -1.460 -0.105
C -3.862 -1.808 -2.966 -0.187
C -0.217 0.798 3.891 -0.154
C 3.431 -3.385 1.426 -0.068
H 3.031 1.385 -2.937 0.127
C -3.465 -2.555 -1.845 -0.091
H 4.666 4.971 1.381 0.077
H -2.259 2.388 1.708 0.079
N 2.220 -0.916 1.088 0.096
C 4.826 3.944 -0.505 -0.727
```

***

Repeat the second record exactly.
Below is a molecular structure, C30H28BClN6O4Re at a distorted geometry, with properties calculated with wB97M-V/def2-TZVPD.

The orbital gap (alpha / beta) comes out at 4.740 / 5.293 eV. For the total energy, the calculation gives -2352.05828 Ha. Its spin multiplicity is 2. The net charge is +2. The value obtained for the LUMO energy (alpha / beta) is -0.344 / -0.324 Ha.

Geometry as XYZ:
```
71
Properties=species:S:1:pos:R:3:lowdin_charge:R:1
H 1.422 4.922 2.654 0.100
C 4.749 1.291 1.258 0.019
C -2.246 1.185 -3.386 -0.066
H 4.655 -0.766 -0.778 0.125
H -4.417 -3.193 3.774 0.124
H 1.288 -4.483 -4.367 0.120
H -2.874 4.446 -1.407 0.126
C 2.827 -3.427 -3.307 -0.039
H -0.407 1.043 -2.290 0.099
C -2.668 -1.988 3.570 0.009
C -2.202 -3.412 1.219 -0.067
H -0.388 -2.278 1.056 0.098
C -0.208 -0.143 4.353 0.096
C 1.563 5.029 1.581 0.019
C 0.760 -2.088 -2.042 -0.050
C -0.228 4.340 -0.149 0.095
C 2.080 -1.763 -1.707 -0.155
H 1.309 6.046 1.299 0.101
H 4.706 2.364 1.082 0.101
O -4.024 0.182 -1.392 -0.186
H 1.438 2.658 4.927 0.100
H 4.718 1.116 2.332 0.102
H 2.618 4.865 1.372 0.100
C 1.511 -3.731 -3.627 -0.032
N 2.325 0.821 0.816 0.049
C 0.478 -3.056 -2.982 -0.047
C -1.355 1.574 -2.404 -0.088
N -0.062 0.156 2.155 -0.069
O -3.983 -1.473 0.247 -0.189
H -0.498 -0.504 5.319 0.136
H -0.548 -3.288 -3.221 0.116
H -0.520 5.306 -0.510 0.136
C 0.743 0.837 4.082 -0.201
H -2.849 -1.426 4.473 0.126
C 3.110 -2.464 -2.363 -0.001
N -0.070 2.142 0.154 -0.068
B 1.709 1.826 1.821 -0.463
H -4.475 3.723 -3.132 0.124
H -2.064 0.293 -3.962 0.125
C -3.595 3.132 -2.934 -0.026
C 3.737 -0.381 -0.384 0.074
Cl -3.274 -0.509 -0.454 0.696
C -3.378 1.954 -3.637 -0.041
H -4.001 -4.467 1.697 0.125
H 5.689 0.910 0.868 0.102
H 4.137 -2.250 -2.124 0.109
H 1.340 1.298 6.048 0.101
C -1.596 2.739 -1.654 -0.176
C 1.587 1.586 5.031 0.019
C 3.632 0.601 0.585 -0.214
C -1.575 -1.661 2.762 -0.176
Re -0.533 0.172 0.188 1.745
O -2.654 0.436 0.480 -0.386
H 2.642 1.383 4.861 0.101
C -0.692 3.099 -0.582 -0.176
C -1.329 -2.409 1.596 -0.089
C -3.314 -3.694 2.005 -0.040
C 0.724 4.075 0.832 -0.201
H -2.018 -3.985 0.324 0.125
N 0.802 0.993 2.743 0.056
O -2.092 -1.100 -1.073 -0.417
C -2.701 3.539 -1.964 0.008
C -3.542 -2.983 3.177 -0.026
H -0.065 -1.572 -1.560 0.031
C -0.680 -0.578 3.115 -0.176
C 2.432 -0.750 -0.728 -0.159
N 0.791 2.737 0.990 0.055
H 2.520 2.426 2.413 0.126
H -4.086 1.631 -4.382 0.124
H 3.633 -3.946 -3.799 0.121
N 1.570 0.005 0.019 -0.044
```

***

> The highest net charge belongs to which entry?

C30H28BClN6O4Re